Entry from OMol25: C31H48Br30FI2O5P as an isolated structure at a distorted geometry (ωB97M-V with the def2-TZVPD basis set).

```
118
Properties=species:S:1:pos:R:3:mulliken_charge:R:1
H -3.734 -0.457 2.503 0.5525
Br 0.031 -2.258 -5.234 0.0469
Br -2.059 -5.016 -2.847 0.0366
H -0.204 -2.592 0.097 0.2318
C -3.948 -8.608 -2.199 -0.0837
O -0.970 2.295 2.121 -0.3389
Br -3.145 -2.134 -5.476 -0.0098
C 1.424 -1.452 -0.739 -0.7908
H -2.700 -2.292 1.118 0.5029
C 2.690 2.906 -0.872 1.3198
C 3.572 1.767 -1.425 -0.6602
H 2.129 4.776 3.057 0.1925
H 3.144 5.924 2.184 0.2723
H -1.041 0.946 -2.540 0.8349
Br 6.477 -3.394 -0.547 0.0136
H -3.999 5.151 6.775 0.4107
C -1.322 0.635 -1.527 -0.6681
Br -4.117 -10.144 -3.347 0.0033
H 0.140 0.029 1.066 -0.6097
Br 5.616 -1.059 -2.520 0.1593
C 2.101 -0.117 -0.445 1.9754
Br -8.189 -0.342 4.912 -0.0514
H 7.231 -1.045 -0.635 0.1553
H 1.402 0.662 -0.138 -1.0651
H 2.892 -0.302 0.298 -0.4449
H 4.185 -5.806 -1.682 0.1907
Br -1.265 1.499 9.217 0.0053
H 7.256 -4.068 -5.887 0.3639
Br -2.386 -8.734 -1.072 0.0027
Br 9.480 0.839 -4.370 -0.0312
C -2.340 -1.264 1.110 0.4436
C -3.571 -0.398 1.422 -2.1067
H 1.965 0.768 -2.374 0.2487
C 2.882 4.861 2.267 -0.7857
C -2.902 4.859 -2.523 -1.3482
H -1.354 -0.602 3.000 0.5996
C 2.794 0.470 -1.710 -0.1760
H 2.220 -2.161 -1.012 0.4727
Br 3.821 -8.216 -2.099 -0.0173
H 3.758 2.812 0.983 0.3811
Br -1.885 4.130 6.009 0.0243
H 3.769 4.308 2.596 0.3492
C 0.662 -2.040 0.486 -0.8384
C -0.680 -6.307 -3.206 -0.2219
Br -1.379 -2.829 -8.036 -0.0293
H -2.214 2.856 -2.589 0.5535
Br -2.386 6.515 8.058 -0.0492
O -5.771 1.791 0.352 -0.3628
H -5.213 0.058 -0.566 0.5217
H 0.796 -1.392 -1.636 0.1473
H 3.411 -0.269 -2.245 -0.3205
Br -1.041 -7.288 -4.824 -0.0207
C 4.108 -6.652 -1.011 -0.1596
Br 1.248 3.046 10.428 -0.0206
P -2.512 1.872 2.518 -0.3553
C -3.564 1.130 1.094 0.4511
C 6.618 -3.280 -6.263 -0.3865
H -1.588 -4.014 -5.876 0.0703
C 3.327 3.594 0.334 -0.7246
H -0.690 -7.021 -2.394 0.1744
C -0.545 3.206 9.741 -0.0826
H -4.453 -0.892 0.998 0.4998
C -3.541 1.572 -0.426 2.2502
H -0.493 3.817 8.849 0.0684
C -2.852 0.622 -1.454 -1.4377
Br 4.854 -3.588 -5.544 0.0065
H -0.678 2.038 1.232 0.0853
H 0.904 -1.011 2.335 0.5138
Br 10.219 -1.490 -2.324 -0.0185
Br 8.863 1.196 -1.265 -0.0165
H 4.375 1.572 -0.710 0.2166
C 10.039 0.411 -2.578 -0.3101
H -5.440 1.336 -1.674 0.6256
Br 7.357 -1.611 -5.647 0.0190
Br 5.118 -0.698 0.589 0.0511
I -3.987 4.579 0.593 0.1715
H -0.950 -0.389 -1.441 0.1795
H 2.595 3.687 -1.638 0.4809
C -1.177 -1.254 2.145 -1.3843
H -2.327 4.916 -3.455 0.4140
F -3.354 0.868 -2.741 -0.5442
H 4.163 4.246 0.030 0.3184
O 2.375 4.375 1.037 -0.1793
C -5.054 1.479 1.494 0.0959
C -7.430 1.341 5.463 -0.1122
H -3.809 -7.745 -2.837 0.0982
Br -5.542 -8.303 -1.165 -0.0134
H -1.901 -1.144 0.116 -0.5295
H -3.218 -0.372 -1.190 1.1362
H -7.382 1.971 4.585 0.1764
C -3.044 5.584 6.507 -0.3384
Br -3.359 6.779 5.026 -0.0658
H -2.947 3.926 3.224 0.1571
C -1.529 -2.960 -6.121 -0.1062
Br 6.635 -3.405 -8.185 -0.0400
H -0.826 1.330 -0.852 -0.8528
C -3.609 3.072 -0.889 -1.2373
O -3.271 3.023 3.423 0.2106
H 1.669 2.616 -0.611 -1.4018
Br 2.607 -6.327 0.144 0.0164
C 0.202 -0.972 1.495 0.5572
Br -5.629 1.132 6.101 -0.0077
C 6.251 -1.487 -0.754 -0.2341
Br 1.062 -5.495 -3.234 0.0364
O -5.568 1.429 2.620 -0.4655
Br 5.775 -6.764 -0.059 -0.0902
H -3.967 4.822 -2.763 0.3798
H -1.082 -2.270 2.556 0.4594
H -2.628 5.760 -1.977 0.3718
I -0.634 4.164 -0.740 0.3176
H -4.449 3.152 -1.577 0.8276
C -2.416 3.567 -1.794 -0.1640
Br -1.704 4.117 10.981 -0.0164
Br -8.548 2.240 6.753 -0.0622
H 4.027 2.112 -2.359 0.4185
C -5.035 1.136 -0.681 -1.2673
H 11.015 0.851 -2.433 0.3373
H 1.297 -2.809 0.937 0.4503
```

Gap between HOMO and LUMO ... 6.90 eV
Total charge ... 0



Entry from OMol25: C6H10 as an isolated structure at a distorted geometry (ωB97M-V with the def2-TZVPD basis set).

```
16
Properties=species:S:1:pos:R:3:mulliken_charge:R:1
C -1.069 -0.635 -0.142 -0.6836
H -1.650 -0.934 -1.049 0.3443
C -0.698 -1.893 0.655 -0.9857
H -1.621 0.098 0.415 0.3872
H -1.584 -2.327 1.147 0.3267
C 0.037 1.824 -1.162 -1.1418
H -0.262 -2.702 0.049 0.2965
H 0.247 -0.463 -1.111 0.2806
H -0.600 1.708 -2.040 0.3175
H -0.515 2.371 -0.385 0.2704
C 1.391 0.503 0.485 -0.5845
H 2.800 0.459 2.273 0.4308
H 0.870 2.487 -1.458 0.3542
H 0.015 -1.628 1.437 0.2757
C 2.099 0.543 1.467 0.2272
C 0.446 0.451 -0.613 -0.1155
```

Gap between HOMO and LUMO ... 9.42 eV
Total charge ... 0
Energy relative to the best compared isomer or geometry (same formula, charge and spin) ... 90.9 kcal/mol



Entry from OMol25: a 8-piece molecular cluster, C11H38O11 overall at a distorted geometry (ωB97M-V with the def2-TZVPD basis set).

```
60
Properties=species:S:1:pos:R:3:mulliken_charge:R:1
H 4.143 -0.649 0.381 0.2709
O 3.128 0.596 -2.435 -0.5701
O -0.446 -3.184 1.538 -0.5316
H -1.363 2.705 1.639 0.2600
H 1.045 -2.159 2.436 -0.1379
H 1.406 -3.897 2.178 0.3919
H 3.738 0.405 4.025 0.3242
H 0.351 3.894 -2.462 0.3464
C -2.744 -1.819 -4.131 -0.1716
H 2.364 -1.021 -1.499 0.4815
H 2.404 0.231 -0.439 -0.4139
H -1.155 0.249 -1.601 0.1669
C -3.116 2.689 0.893 -0.4182
H 3.032 1.515 1.614 0.1999
C 3.009 -0.178 -1.249 0.4523
O 2.100 3.249 2.435 -0.5453
H -3.442 -2.161 -2.046 0.2611
H 1.615 0.101 3.445 0.1567
O 5.055 -1.377 -1.350 -0.5280
H 0.380 2.297 -1.954 0.0734
H -3.691 3.040 0.036 0.3039
O -1.838 3.174 0.949 -0.4422
H 1.260 1.582 1.646 -0.1951
O -1.087 -1.681 -0.968 -0.5995
H -5.750 -2.244 -2.791 0.2937
H -0.933 -1.711 2.899 0.3120
C 0.995 3.196 -1.927 -0.2336
C 2.168 1.861 2.180 0.2972
C -1.225 -0.326 -0.677 -0.2213
O 3.161 1.109 4.330 -0.5421
H 1.370 -2.715 0.785 0.1402
H -3.251 -0.945 2.323 0.2017
H -3.250 -0.501 4.013 0.2554
O 2.233 3.088 -2.637 -0.1076
C -2.783 -1.163 3.283 -0.6336
H -2.196 -0.070 -0.252 0.3261
H -3.125 1.602 0.811 0.0241
H -4.026 -0.714 -2.616 0.2650
H 4.955 0.559 -0.558 0.3788
H -0.589 -4.131 1.485 0.2711
C 2.006 1.112 3.560 -0.2933
H -1.789 -1.630 -3.641 0.0967
H 1.126 3.429 -0.870 0.3494
O -2.895 -0.706 -5.037 -0.5315
C -3.827 -1.726 -2.968 -0.2787
H -3.748 2.972 1.734 0.3041
H -2.687 -2.754 -4.689 0.3353
C 4.394 -0.372 -0.643 -0.6789
H 5.677 -0.989 -1.970 0.3373
H 1.335 1.715 4.172 0.2716
H 2.950 3.550 2.764 0.3198
C 0.954 -3.002 1.751 -0.1439
O -5.046 -2.362 -3.432 -0.5369
H 2.892 0.017 -3.164 0.3804
H -0.404 0.038 -0.061 -0.0261
H -3.007 -2.208 3.496 0.2964
H 2.628 2.245 -2.403 0.4730
H -1.022 -2.182 -0.152 0.3080
H -2.052 -0.670 -5.495 0.2948
O -1.386 -0.973 3.314 -0.4407
```

Gap between HOMO and LUMO (alpha / beta) ... 8.84 / 2.15 eV
⟨S²⟩ ... 0.75
Total charge ... +1
Multiplicity ... 2



It is found that the energy values, taken in the order of the records, are -2172639.706; -6379.920; -34531.000 eV.